Arrangement A

Entry from the OMol25 dataset: 2 unconnected molecules or ions with the total composition C5H8FN2 (wB97M-V/def2-TZVPD).

The geometry in ORCA input format:
```
! wB97M-V def2-TZVPD RIJCOSX def2/J DEFGRID3
* xyz 1 1
C -1.29 0.64 -0.70
C -2.01 -0.49 -0.71
N -0.36 0.57 0.39
C 2.59 -0.23 -0.44
N -1.57 -1.30 0.34
H 1.13 1.12 1.47
C 0.58 1.47 0.62
H 0.20 -1.03 1.63
C -0.53 -0.60 0.96
H 0.45 2.32 0.03
H 2.60 0.24 -1.40
F 1.66 -1.15 -0.50
H 2.77 0.09 0.57
H -1.35 1.40 -1.37
H -2.84 -0.89 -1.34
H -2.04 -2.15 0.45
*
```

The LUMO energy (alpha / beta) comes out at -5.10 / -3.43 eV. The HOMO-LUMO gap (alpha / beta) comes out at 7.21 / 9.37 eV.

Löwdin atomic charge list, values in e, 4 entries: number 1, C, carries 0.018; number 2, C, carries -0.017; number 3, N, carries -0.124; number 4, C, carries 0.010



Arrangement B

Entry from the OMol25 dataset: 2 unconnected molecules or ions with the total composition C5H8FN2 (wB97M-V/def2-TZVPD).

The geometry in ORCA input format:
```
! wB97M-V def2-TZVPD RIJCOSX def2/J DEFGRID3
* xyz 1 1
H -1.15 -0.87 -1.90
F 0.84 -2.45 -0.06
C 0.45 -1.17 1.94
N -0.02 0.05 -0.31
H 2.28 -1.19 0.57
N -0.14 -0.87 2.87
C 0.79 1.25 -0.12
H 0.46 2.01 -0.72
H -2.02 -0.63 0.06
C -0.93 0.16 -1.51
H 0.77 1.71 0.84
H -1.03 1.15 -2.11
C 1.15 -1.39 0.63
H -1.84 1.12 0.25
H 1.80 0.99 -0.35
C -1.41 0.16 -0.08
*
```

The LUMO energy comes out at -6.31 eV. The HOMO-LUMO gap comes out at 9.59 eV.

Löwdin atomic charge list, values in e, 4 entries: number 1, H, carries 0.143; number 2, F, carries 0.136; number 3, C, carries -0.122; number 4, N, carries -0.143



Arrangement C

Entry from the OMol25 dataset: a gas-phase ion, C5H8FN2 (charge +1) (wB97M-V/def2-TZVPD).

The geometry in ORCA input format:
```
! wB97M-V def2-TZVPD RIJCOSX def2/J DEFGRID3
* xyz 1 1
H 2.63 -1.33 0.84
H 3.62 -0.14 0.95
H -3.36 0.61 -0.07
C -0.45 -0.86 -1.00
H 2.21 -0.01 1.59
F 2.68 1.08 -1.08
H -1.87 2.15 1.06
N -1.56 1.51 0.28
C -1.79 -0.47 -0.99
H -0.13 -1.79 -1.53
C 1.90 0.12 -0.44
H -0.71 1.78 0.00
C -2.26 0.59 -0.27
N 2.65 -0.34 0.77
C 0.73 -0.33 -0.66
H -2.59 -1.01 -1.59
*
```

The LUMO energy comes out at -3.60 eV. The HOMO-LUMO gap comes out at 8.36 eV.

Löwdin atomic charge list, values in e, 4 entries: number 1, H, carries 0.163; number 2, H, carries 0.175; number 3, H, carries 0.154; number 4, C, carries -0.085



Stability, highest: arrangement C



Arrangement A

Entry from the OMol25 dataset: 2 unconnected molecules or ions with the total composition C3H5O2S2 (wB97M-V/def2-TZVPD).

The geometry in ORCA input format:
```
! wB97M-V def2-TZVPD RIJCOSX def2/J DEFGRID3
* xyz -1 1
H -0.13 0.10 -1.60
C -0.61 1.09 0.04
H 0.54 -1.68 -0.34
H -1.69 0.93 -1.73
O 1.33 -0.19 -0.04
S 0.72 -2.90 -0.93
C 0.76 0.61 0.68
H -0.54 1.79 2.03
H 0.85 -3.66 0.19
O 1.07 1.10 1.77
C -0.85 0.68 -1.20
S -1.45 2.15 1.13
*
```

The LUMO energy comes out at 3.40 eV. The HOMO-LUMO gap comes out at 7.98 eV.

Löwdin atomic charge list, values in e, 4 entries: number 1, H, carries 0.006; number 2, C, carries -0.622; number 3, H, carries -0.221; number 4, H, carries 0.024



Arrangement B

Entry from the OMol25 dataset: a gas-phase ion, C3H5O2S2 (charge -1) (wB97M-V/def2-TZVPD).

The geometry in ORCA input format:
```
! wB97M-V def2-TZVPD RIJCOSX def2/J DEFGRID3
* xyz -1 1
H -2.77 0.24 -2.44
C 0.88 -0.14 0.07
H 1.27 -1.15 -0.04
O 2.60 -0.12 1.71
H -0.93 1.02 0.08
H -0.83 -0.30 1.30
S -2.08 -0.90 -2.49
C -0.60 0.00 0.28
O 1.23 1.68 1.59
H 1.27 0.33 -0.83
S -1.72 -1.22 -0.49
C 1.66 0.56 1.26
*
```

The LUMO energy comes out at 2.77 eV. The HOMO-LUMO gap comes out at 6.86 eV.

Löwdin atomic charge list, values in e, 4 entries: number 1, H, carries -0.225; number 2, C, carries -0.212; number 3, H, carries 0.088; number 4, O, carries -0.086



Stability, highest: arrangement B



Arrangement A

Entry from the OMol25 dataset: 2 unconnected molecules or ions with the total composition C10H14N2O (wB97M-V/def2-TZVPD).

The geometry in ORCA input format:
```
! wB97M-V def2-TZVPD RIJCOSX def2/J DEFGRID3
* xyz 0 1
H 0.55 -1.96 1.32
C -1.96 1.05 -0.76
H -2.48 0.82 1.69
N -0.71 -1.99 -1.19
H -0.50 -3.41 0.88
C 2.59 0.69 1.13
C -0.42 -2.34 1.11
H 0.13 -2.52 -1.32
C 2.36 0.74 -1.22
C -1.06 0.65 0.31
O -1.60 0.64 1.61
H 4.31 0.59 -0.23
H -1.11 -2.46 1.94
H 2.88 0.93 -2.17
C -2.95 1.97 -0.66
C 0.33 0.62 0.16
H 0.79 0.46 2.26
H 3.23 0.71 2.08
H -3.50 2.27 -1.53
H 0.44 0.81 -2.02
H -1.59 0.59 -1.70
C 0.98 0.62 -1.14
C 3.23 0.71 -0.13
H -1.06 -1.58 -2.08
C 1.24 0.55 1.31
H -3.01 2.45 0.29
N -1.11 -1.59 0.06
*
```

The LUMO energy (alpha / beta) comes out at 0.08 / 0.84 eV. The HOMO-LUMO gap (alpha / beta) comes out at 7.33 / 7.06 eV.

Löwdin atomic charge list, values in e, 4 entries: number 1, H, carries 0.058; number 2, C, carries -0.111; number 3, H, carries 0.045; number 4, N, carries 0.007



Arrangement B

Entry from the OMol25 dataset: C10H14N2O in the gas phase (wB97M-V/def2-TZVPD).

The geometry in ORCA input format:
```
! wB97M-V def2-TZVPD RIJCOSX def2/J DEFGRID3
* xyz 0 1
C -2.40 0.32 -1.46
H 0.28 -1.57 -1.51
H -2.40 -1.84 -1.11
H 2.71 1.47 0.03
N 0.93 -1.45 2.29
C -0.05 -0.44 0.01
C -1.43 -0.74 0.50
H -0.67 1.24 1.32
H -2.52 2.02 -0.10
C 1.20 -0.72 1.23
H -1.53 -1.25 1.44
H -1.76 0.09 -2.32
H 2.14 -2.05 3.81
C 3.21 0.51 0.13
H -3.38 0.63 -1.84
H -1.15 2.09 -1.23
C -2.51 -0.91 -0.54
O 0.40 -0.64 -1.27
C -0.94 0.69 0.43
H 3.15 0.01 -0.84
C 3.08 -0.87 2.32
H 4.08 -0.84 2.71
H 4.26 0.67 0.38
C -1.75 1.42 -0.61
H -3.48 -0.94 -0.05
N 2.09 -1.53 2.95
C 2.54 -0.31 1.17
*
```

The LUMO energy comes out at 0.90 eV. The HOMO-LUMO gap comes out at 9.79 eV.

Löwdin atomic charge list, values in e, 4 entries: number 1, C, carries -0.183; number 2, H, carries 0.120; number 3, H, carries 0.109; number 4, H, carries 0.081



Stability, highest: arrangement B



Arrangement A

Entry from the OMol25 dataset: a molecular structure, C3H13O5 (wB97M-V/def2-TZVPD).

The geometry in ORCA input format:
```
! wB97M-V def2-TZVPD RIJCOSX def2/J DEFGRID3
* xyz -1 1
O 0.55 2.69 -0.46
H -0.77 -1.59 -0.78
O 0.30 -1.36 -2.05
C -0.48 -0.63 1.94
O 0.07 1.02 -2.33
C 0.96 -0.84 1.45
C -1.40 -0.42 0.72
H 0.08 3.53 -0.41
H 1.16 -1.37 0.51
O -1.47 -1.53 -0.08
O 1.62 0.43 1.28
H 1.51 -1.32 2.30
H 0.17 2.19 -1.28
H 0.12 -0.19 -2.12
H -0.79 -1.50 2.52
H 0.98 1.25 -2.56
H -1.00 0.47 0.18
H -0.38 0.25 2.58
H -2.41 -0.10 1.02
H 1.31 0.74 0.43
H -0.13 -1.71 -2.85
*
```

The LUMO energy comes out at 3.95 eV. The HOMO-LUMO gap comes out at 9.23 eV.

Löwdin atomic charge list, values in e, 4 entries: number 1, O, carries -0.148; number 2, H, carries 0.020; number 3, O, carries -0.267; number 4, C, carries -0.167



Arrangement B

Entry from the OMol25 dataset: 4 unconnected molecules or ions with the total composition C3H13O5 (wB97M-V/def2-TZVPD).

The geometry in ORCA input format:
```
! wB97M-V def2-TZVPD RIJCOSX def2/J DEFGRID3
* xyz -1 1
H 0.08 -0.46 -2.35
O 0.12 1.76 0.07
H -0.66 0.35 -0.80
H 0.14 -0.77 1.47
H 2.51 0.55 1.72
O 2.48 1.33 1.15
H -1.19 -1.32 2.41
H 0.24 2.71 0.03
O -1.49 0.40 1.64
H -0.97 1.18 1.16
H -2.44 -1.93 -0.04
C -1.41 -1.59 0.07
O -0.60 -1.11 -2.13
H 1.50 1.40 0.87
O 2.16 0.19 -1.61
C -0.96 -0.89 1.36
C -1.27 -0.51 -1.01
H -2.20 -0.12 -1.39
H -0.65 -2.39 -0.07
H 2.98 0.25 -1.11
H 1.61 0.97 -1.46
*
```

The LUMO energy comes out at 3.84 eV. The HOMO-LUMO gap comes out at 8.88 eV.

Löwdin atomic charge list, values in e, 4 entries: number 1, H, carries 0.039; number 2, O, carries -0.401; number 3, H, carries 0.049; number 4, H, carries 0.105



Stability, highest: arrangement A



Arrangement A

Entry from the OMol25 dataset: 3 unconnected molecules or ions with the total composition C3H12O3 (wB97M-V/def2-TZVPD).

The geometry in ORCA input format:
```
! wB97M-V def2-TZVPD RIJCOSX def2/J DEFGRID3
* xyz 0 1
O 1.20 1.88 0.51
H -0.78 -0.01 -2.86
H -0.03 -1.50 -2.44
H 1.04 2.80 0.57
H -3.13 -2.23 0.53
H -1.43 -0.91 -1.54
H -3.07 -2.33 1.90
H 1.44 0.40 -1.52
O -3.55 -1.75 1.24
O 3.29 0.64 2.18
H -1.05 1.55 -0.24
C -0.44 -0.60 -2.03
H 2.53 0.03 2.31
C 0.02 1.16 0.10
H 0.92 -0.87 -0.31
H -0.22 0.58 1.01
C 0.54 0.03 -0.96
H 2.72 1.16 1.54
*
```

The LUMO energy comes out at 0.50 eV. The HOMO-LUMO gap comes out at 11.23 eV.

Löwdin atomic charge list, values in e, 4 entries: number 1, O, carries -0.094; number 2, H, carries 0.049; number 3, H, carries 0.051; number 4, H, carries 0.071



Arrangement B

Entry from the OMol25 dataset: 3 unconnected molecules or ions with the total composition C3H12O3 (wB97M-V/def2-TZVPD).

The geometry in ORCA input format:
```
! wB97M-V def2-TZVPD RIJCOSX def2/J DEFGRID3
* xyz 0 1
H -3.37 0.00 1.52
H -1.62 2.24 2.47
H 0.88 -0.07 -4.72
H -1.30 3.30 1.11
H -1.72 -0.14 2.10
H 2.25 -0.71 -4.58
H 4.56 -4.33 2.80
C -2.08 1.36 0.52
H -2.16 -0.81 0.53
O -0.88 1.20 -0.25
O 1.80 0.14 -4.54
C -1.98 2.54 1.49
O 4.39 -4.40 1.86
H -2.94 3.04 1.62
H -0.65 2.07 -0.61
C -2.33 0.04 1.20
H 4.67 -5.27 1.53
H -2.92 1.55 -0.15
*
```

The LUMO energy comes out at 0.97 eV. The HOMO-LUMO gap comes out at 11.11 eV.

Löwdin atomic charge list, values in e, 4 entries: number 1, H, carries 0.078; number 2, H, carries 0.072; number 3, H, carries 0.032; number 4, H, carries 0.073



Stability, highest: arrangement B



Arrangement A

Entry from the OMol25 dataset: 3 unconnected molecules or ions with the total composition C4H16NO2 (wB97M-V/def2-TZVPD).

The geometry in ORCA input format:
```
! wB97M-V def2-TZVPD RIJCOSX def2/J DEFGRID3
* xyz 1 1
H -0.39 0.64 1.42
H 2.03 -1.15 2.20
C -0.74 -1.49 1.84
O 0.51 1.92 -1.24
C 0.17 -0.29 1.46
H -0.76 -1.83 -0.92
H -1.26 -0.22 -0.85
H -1.02 1.96 -3.93
H 1.97 0.66 2.14
H -1.62 -1.60 1.23
H 1.05 2.73 -1.24
C 1.41 -0.26 2.32
H 1.36 -1.22 0.09
N 0.62 -0.51 0.01
H 0.02 1.86 -2.07
C -0.39 -0.82 -1.06
H 1.12 0.32 -0.33
H 0.17 -0.69 -1.98
H -1.01 -1.26 2.86
H 1.15 -0.30 3.37
H -0.12 -2.39 1.82
H -2.53 1.92 -3.83
O -1.73 2.00 -3.30
*
```

The LUMO energy comes out at -2.76 eV. The HOMO-LUMO gap comes out at 12.42 eV.

Löwdin atomic charge list, values in e, 4 entries: number 1, H, carries 0.153; number 2, H, carries 0.097; number 3, C, carries -0.030; number 4, O, carries -0.042



Arrangement B

Entry from the OMol25 dataset: 3 unconnected molecules or ions with the total composition C4H16NO2 (wB97M-V/def2-TZVPD).

The geometry in ORCA input format:
```
! wB97M-V def2-TZVPD RIJCOSX def2/J DEFGRID3
* xyz 1 1
H -0.48 -0.26 0.51
N 0.38 0.23 0.90
H 0.84 -0.35 1.59
H 0.73 0.53 -1.18
C 2.64 -0.06 -0.14
C -1.30 2.12 0.87
H 3.25 0.43 0.62
O -1.57 -0.84 -0.59
H -1.95 1.36 0.43
H 1.34 1.69 -0.13
C -0.17 1.43 1.64
H -2.18 -0.59 -1.30
H 0.56 2.23 1.76
H 2.63 -1.09 0.20
H -0.98 2.60 -0.06
H -1.78 2.90 1.46
H -1.92 -4.35 -1.79
H -1.38 -1.77 -0.70
H 3.15 -0.03 -1.10
H -0.46 1.12 2.64
O -1.35 -3.72 -2.26
C 1.30 0.60 -0.25
H -1.29 -4.18 -3.10
*
```

The LUMO energy comes out at -2.67 eV. The HOMO-LUMO gap comes out at 12.18 eV.

Löwdin atomic charge list, values in e, 4 entries: number 1, H, carries 0.109; number 2, N, carries 0.027; number 3, H, carries 0.168; number 4, H, carries 0.129



Stability, highest: arrangement A